Entry 1:
Molecular formula: C8H18N2
Method: DFT, the ωB97M-V functional and the def2-TZVPD basis

Atoms and positions in Å:
C (-1.14156, -1.39264, -2.88850)
H (-1.78420, -2.00347, -2.25710)
H (-1.76814, -0.86191, -3.60218)
H (-0.47531, -2.05327, -3.43915)
C (-0.34059, -0.40783, -2.04129)
C (-1.26093, 0.54531, -1.27689)
C (-0.42786, 1.48222, -0.39109)
N (0.42703, 0.78680, 0.54765)
C (-0.26900, 0.22382, 1.68514)
H (-0.79409, -0.72086, 1.46028)
H (-1.02344, 0.95394, 1.99434)
C (0.65996, -0.02998, 2.87694)
N (1.42514, 1.15843, 3.20062)
H (1.95086, 1.02232, 4.05667)
H (0.80748, 1.95223, 3.32748)
H (1.37297, -0.82547, 2.64328)
H (0.02834, -0.38953, 3.71122)
C (1.30289, -0.12719, -0.15659)
C (0.55889, -1.13738, -1.04196)
H (-0.05103, -1.79587, -0.41892)
H (1.28390, -1.75859, -1.57124)
H (1.92722, -0.64622, 0.57039)
H (1.96026, 0.48156, -0.78604)
H (-1.08231, 2.16043, 0.16241)
H (0.22229, 2.08966, -1.03002)
H (-1.94858, -0.03175, -0.65402)
H (-1.85634, 1.13624, -1.97569)
H (0.29614, 0.18899, -2.70576)

Relative energy (zero: lowest compared OMol25 entry of this formula, charge and spin) ... 0.233 eV
Multiplicity ... 1
LUMO energy ... 1.10 eV
Maximum force ... 0.4 eV/Å
Structure (SMILES) ... CC1CCN(CCN)CC1
Molecular weight ... 142.25 g mol⁻¹
Electronic energy ... -425.12235 Ha

=====

Entry 2:
Molecular formula: C3H5O2S
Method: DFT, the ωB97M-V functional and the def2-TZVPD basis

Atoms and positions in Å:
C (1.51892, 0.49907, -1.54641)
C (-0.03346, -0.60446, -0.06654)
C (-0.52812, -0.09154, 1.56594)
O (-0.38260, -1.54675, -0.65173)
O (0.63569, 0.50959, -0.65952)
S (-2.02525, 0.78303, 1.03429)
H (1.48134, 1.44379, -2.04558)
H (2.14959, -0.36950, -1.72241)
H (0.09455, 0.64029, 1.91239)
H (-0.62158, -1.08798, 2.08471)
H (-2.28909, -0.17552, 0.09485)

Total charge ... +1
Relative energy (zero: lowest compared OMol25 entry of this formula, charge and spin) ... 1.252 eV
Multiplicity ... 1
LUMO energy ... -7.26 eV
Maximum force ... 6.1 eV/Å
Molecular weight ... 105.14 g mol⁻¹
Electronic energy ... -665.57814 Ha

=====

Entry 3:
Molecular formula: C29H24BF2FeN8O2
Method: DFT, the ωB97M-V functional and the def2-TZVPD basis

Atoms and positions in Å:
Fe (0.20889, -0.53419, -0.35057)
C (-1.17944, -0.66889, -2.62259)
C (-0.22244, 0.32564, -2.83389)
C (-0.24748, 1.49146, -2.06978)
C (-1.23644, 1.66830, -1.10507)
C (-2.19787, 0.68177, -0.90395)
C (-2.16621, -0.49108, -1.65329)
H (-1.18325, -1.55886, -3.23923)
H (0.51089, 0.21730, -3.62185)
H (0.48471, 2.26757, -2.24820)
H (-1.27260, 2.58294, -0.52782)
H (-2.97649, 0.83233, -0.16762)
H (-2.92969, -1.24569, -1.51436)
O (-2.74891, 2.97555, 6.43468)
N (-1.99643, 3.41156, 5.59618)
O (-1.64905, 4.56779, 5.49991)
C (-1.61040, 2.47807, 4.49582)
C (-2.05629, 1.21507, 4.62494)
C (-1.77698, 0.23665, 3.63206)
C (-2.34664, -1.03469, 3.72462)
C (-2.12549, -1.95473, 2.72714)
C (-1.34365, -1.55592, 1.65507)
N (-0.74636, -0.36633, 1.53032)
C (-0.93403, 0.56148, 2.53810)
C (-0.36783, 1.86378, 2.51183)
N (0.60261, 2.18549, 1.53482)
C (0.70296, 3.51160, 1.07762)
C (0.16779, 4.50415, 1.81923)
C (-0.49053, 4.22583, 3.03463)
C (-0.80040, 2.89578, 3.37595)
H (-2.66055, 0.95467, 5.48258)
H (-2.97295, -1.27297, 4.57538)
H (-2.55366, -2.94570, 2.74928)
H (-1.20503, -2.25782, 0.83484)
H (1.30764, 3.66814, 0.19606)
H (0.28425, 5.52747, 1.49217)
H (-0.81460, 5.03285, 3.66477)
F (2.03108, 1.21805, -0.12900)
B (1.55565, 1.22702, 1.13845)
F (1.95892, 0.20842, 1.88474)
C (2.14014, -2.42136, -2.70276)
C (2.16677, -2.68621, -1.24410)
N (1.36924, -2.14208, -0.30981)
C (1.73679, -2.72065, 0.90873)
C (2.72211, -3.61056, 0.68843)
N (2.98405, -3.57480, -0.66532)
C (3.95554, -4.42776, -1.37701)
N (3.31776, -5.31510, -2.28477)
N (3.45582, -5.08346, -3.63023)
N (2.77096, -5.93472, -4.27306)
C (2.14088, -6.77529, -3.36895)
C (1.29425, -7.86437, -3.59314)
C (0.81738, -8.51979, -2.48307)
C (1.17175, -8.11201, -1.17894)
C (2.00782, -7.04230, -0.94488)
C (2.48429, -6.38175, -2.08089)
H (1.58943, -1.50991, -2.90313)
H (1.66552, -3.24680, -3.23567)
H (3.14601, -2.31713, -3.10779)
H (1.26524, -2.45445, 1.83786)
H (3.26784, -4.25089, 1.35975)
H (4.53602, -4.95169, -0.61932)
H (4.62078, -3.79943, -1.96588)
H (1.04216, -8.17405, -4.59775)
H (0.16709, -9.37489, -2.60409)
H (0.78429, -8.66986, -0.33676)
H (2.28933, -6.75976, 0.06099)

Total charge ... +2
Relative energy (zero: lowest compared OMol25 entry of this formula, charge and spin) ... 0.401 eV
Multiplicity ... 6
LUMO energy (alpha / beta) ... -6.41 / -7.12 eV
<S²> ... 8.803
Maximum force ... 1.2 eV/Å
Molecular weight ... 621.22 g mol⁻¹
Electronic energy ... -3195.84303 Ha

=====

Entry 4:
Molecular formula: C5H7N4
Method: DFT, the ωB97M-V functional and the def2-TZVPD basis

Atoms and positions in Å:
C (3.02474, -0.40077, -0.09448)
C (0.69044, 1.91116, -0.08866)
C (0.10630, -1.17098, -0.07067)
C (-0.38933, 1.09914, -0.85056)
C (2.29164, 0.32873, 0.84227)
N (3.71574, -0.90124, -0.86468)
N (1.65841, 1.40561, 0.59133)
N (-0.71461, -0.09359, -0.18372)
N (-0.30519, -2.37408, 0.30720)
H (0.48617, 3.00806, -0.07755)
H (-1.32238, 1.83422, -0.79390)
H (-0.33593, 0.90316, -1.87163)
H (2.25395, -0.08906, 1.91274)
H (-1.72050, -0.16776, -0.01443)
H (0.20963, -3.22251, 0.25610)
H (-1.19933, -2.36340, 0.74023)

Total charge ... +1
Relative energy (zero: lowest compared OMol25 entry of this formula, charge and spin) ... 3.481 eV
Multiplicity ... 1
LUMO energy (alpha / beta) ... -6.14 / -6.15 eV
Maximum force ... 4.2 eV/Å
Molecular weight ... 123.14 g mol⁻¹
Electronic energy ... -413.33747 Ha